[1]
Formula: C22H27N3O4S
Source: the Open Molecules 2025 dataset
Level of theory: wB97M-V/def2-TZVPD

```
! wB97M-V def2-TZVPD RIJCOSX def2/J DEFGRID3
* xyz 0 1
C -3.26941 -2.94296 1.24847
C -1.78423 -2.64579 0.68890
C -1.36319 -1.23733 0.44757
C -0.19405 -1.05958 0.01271
C 0.69762 -2.22553 -0.34065
C 0.22072 -3.45532 0.06881
C -1.09785 -3.77133 0.61592
H -1.31815 -4.65158 0.48726
H 0.93122 -4.13820 -0.24198
N 1.99241 -1.73593 -0.59641
C 3.04094 -2.22245 -0.53760
O 3.07037 -3.51920 -0.47901
C 4.35014 -1.71810 -0.91167
N 4.04997 -0.07675 -0.42660
C 4.83251 0.81771 -1.25959
C 4.54628 2.20706 -0.41071
C 3.34778 2.18249 0.25041
C 2.42392 3.37896 0.17860
C 1.38503 3.56628 0.75900
C 0.91385 2.44969 1.76889
C 1.74263 1.30520 1.66290
C 2.85575 1.38021 1.19375
C 3.88536 0.21305 1.02267
H 3.39037 -0.71992 1.63482
H 4.86278 0.47822 1.19855
H 1.60657 0.49599 2.37435
H 0.02109 2.22895 2.19025
H 0.65195 4.46586 0.70168
H 2.63769 4.22076 -0.44159
H 5.45266 2.41473 0.24881
H 4.68682 3.09853 -1.37691
H 4.52385 0.80311 -2.31487
H 5.94799 0.62806 -1.05366
H 4.54836 -1.72583 -1.88637
H 5.14300 -2.02832 -0.23568
H 2.16094 -0.48989 -0.67537
H 0.04471 0.01673 -0.26779
S -2.61490 0.07593 1.05320
O -1.93737 1.30953 0.44617
O -3.27294 0.11025 2.20818
N -3.78748 -0.36174 -0.12519
C -5.31983 0.26973 0.34022
H -5.36906 0.01449 1.20767
C -5.39713 1.53079 -0.24329
H -6.47449 2.07069 -0.15918
O -4.95084 1.80865 -1.65868
C -3.70991 1.38175 -1.94858
H -3.56183 1.52769 -3.02410
C -3.51988 0.10502 -1.77124
H -2.63022 -0.17783 -1.77906
H -4.15280 -0.57054 -2.34872
H -3.04017 2.14343 -1.48998
H -4.45729 2.33311 0.22778
H -5.86224 -0.49317 -0.32075
H -3.27234 -4.03970 1.62519
H -3.98952 -2.69775 0.56261
H -3.61816 -2.32789 1.89989
*
```

Its largest force on an atom is 17.003 eV/Å. As for the frontier orbital gap: 8.770 eV. The calculation puts the energy above the lowest of the compared OMol25 structures with the same formula, charge and spin at 525.6 kcal per mole. The structure (SMILES) is Cc1ccc(NC(=O)CN2CCc3ccccc3C2)cc1S(=O)(=O)N1CCOCC1. The total energy comes out at -46726.870 eV. The HOMO energy comes out at -8.3 eV.

---

[2]
Formula: C22H27N3O4S2
Source: the Open Molecules 2025 dataset
Level of theory: wB97M-V/def2-TZVPD

```
! wB97M-V def2-TZVPD RIJCOSX def2/J DEFGRID3
* xyz 0 1
C -4.84490 2.43138 -0.72333
C -3.52652 1.73535 -0.84830
C -3.35008 0.37403 -0.63915
C -2.10995 -0.22270 -0.76143
C -0.99003 0.52589 -1.10745
C -1.14481 1.89644 -1.31723
C -2.39092 2.47334 -1.18750
H -2.49799 3.53466 -1.35774
H -0.29101 2.49434 -1.58986
N 0.23104 -0.13556 -1.21896
C 1.45577 0.38419 -1.51933
O 1.65472 1.54475 -1.82074
C 2.56628 -0.61115 -1.47677
C 3.52671 -0.52612 -2.48192
C 4.60920 -1.38323 -2.50582
C 4.75146 -2.33929 -1.51355
C 3.82005 -2.42242 -0.49629
C 2.73730 -1.55714 -0.46539
S 1.64447 -1.63077 0.95234
C 2.85558 -1.22200 2.25776
C 3.80018 -0.13866 1.76460
O 4.96278 -0.39941 1.50767
N 3.28181 1.08534 1.59989
C 1.93152 1.52834 1.89013
C 1.97553 3.03784 1.65428
H 1.01162 3.42441 1.33093
C 3.06088 3.18672 0.58998
C 4.08866 2.14976 1.02319
H 4.68535 1.74885 0.20190
H 4.77183 2.54598 1.78336
H 3.47814 4.18993 0.55035
H 2.66089 2.92654 -0.38972
H 2.27289 3.55228 2.56946
H 1.64821 1.28002 2.91719
H 1.21622 1.05107 1.21132
H 2.26427 -0.91149 3.11732
H 3.43339 -2.11289 2.50312
H 3.93919 -3.15387 0.28783
H 5.59386 -3.01343 -1.52124
H 5.34381 -1.30238 -3.29221
H 3.40296 0.23390 -3.23887
H 0.18558 -1.12665 -1.02290
H -2.04201 -1.28555 -0.59207
S -4.61104 -0.81726 -0.16111
O -5.94512 -0.27898 -0.20141
O -4.37055 -2.02622 -0.89126
N -4.13226 -1.09521 1.44209
C -4.63541 -2.35042 1.95819
H -4.07597 -2.61744 2.85491
H -5.70407 -2.29889 2.19594
H -4.47749 -3.10282 1.18969
C -4.43501 0.04562 2.27434
H -5.51472 0.22145 2.34574
H -3.96108 0.92172 1.83614
H -4.02756 -0.12133 3.27069
H -5.04206 3.01530 -1.62070
H -4.82450 3.12112 0.12077
H -5.64885 1.71866 -0.57893
*
```

Its largest force on an atom is 1.077 eV/Å. As for the frontier orbital gap: 8.973 eV. The calculation puts the energy above the lowest of the compared OMol25 structures with the same formula, charge and spin at 11.2 kcal per mole. The structure (SMILES) is Cc1ccc(NC(=O)c2ccccc2SCC(=O)N2CCCC2)cc1S(=O)(=O)N(C)C. The total energy comes out at -57583.611 eV. The HOMO energy comes out at -8.7 eV.

---

[3]
Formula: C22H27NO2P2V
Source: the Open Molecules 2025 dataset
Level of theory: wB97M-V/def2-TZVPD

```
! wB97M-V def2-TZVPD RIJCOSX def2/J DEFGRID3
* xyz 1 3
C -1.93605 2.54349 -3.20221
C -1.84872 1.76010 -2.04307
C -0.54511 1.22485 -1.70990
C 0.49419 2.16359 -1.88390
C 0.40171 3.07980 -2.93930
C -0.79424 3.22514 -3.64509
C 1.61330 2.20064 -0.85549
C 1.94582 0.73775 -0.68165
C 1.00078 -0.31728 -0.87381
C 1.48354 -1.61070 -1.26504
C 2.84406 -1.72836 -1.53788
C 3.76061 -0.76700 -1.12953
C 3.30161 0.45045 -0.62240
H -2.90572 2.70375 -3.68148
H 1.26668 3.69502 -3.13526
H -0.86276 3.93565 -4.47041
H 2.50821 2.61413 -1.43451
H 3.17976 -2.64343 -2.04263
H 4.83726 -0.91315 -1.24027
H 3.97751 1.26333 -0.28459
N -0.38285 0.02950 -0.98229
V -0.99393 -1.11094 0.31484
C -2.75903 1.91652 -0.86521
H -3.30355 0.99243 -0.59263
H -3.43703 2.77777 -0.98512
C 0.57572 -2.84279 -1.33654
H -0.18748 -2.77440 -2.13891
H 1.20837 -3.72063 -1.52671
P -1.50445 2.45010 0.44962
P -0.24028 -3.27352 0.29943
C 0.98732 -4.23519 1.22972
H 0.80520 -4.02362 2.29706
H 0.86815 -5.31613 1.04451
H 2.00751 -3.93069 0.94673
C -1.58058 -4.48671 0.06326
H -1.18189 -5.49863 -0.10029
H -2.16422 -4.46524 1.00078
H -2.21276 -4.18009 -0.78888
C -2.17884 3.95212 1.27095
H -3.27354 4.02060 1.22698
H -1.81063 4.00572 2.31296
H -1.72981 4.81980 0.76178
C -1.78419 1.02184 1.59370
H -0.84575 0.84955 2.13952
H -2.49736 1.37708 2.33252
H -2.23043 0.07307 1.13884
C 0.56978 -1.28372 1.85339
O 1.79436 -1.24589 1.75284
H 1.55851 2.82666 0.04385
C 0.57529 0.01926 4.05686
C 0.07814 -1.18538 3.29789
O -0.54086 -2.14447 3.75277
H -0.24731 0.36788 4.68010
H 0.92423 0.83307 3.40155
H 1.41173 -0.23273 4.73257
*
```

Its largest force on an atom is 2.710 eV/Å. As for the frontier orbital gap (alpha / beta): 6.036 / 6.419 eV. The calculation puts the energy above the lowest of the compared OMol25 structures with the same formula, charge and spin at 13.3 kcal per mole. The total energy comes out at -73090.671 eV. The HOMO energy (alpha / beta) comes out at -10.3 / -10.4 eV.